1.
This record from the OMol25 dataset describes C40H59As3BrN2O4Ti as an isolated structure. The level of theory is wB97M-V/def2-TZVPD.

Calculated values
M = 984.46 g/mol
HOMO-LUMO gap (spin up / spin down) = 3.3 / 5.0 eV
Energy above the lowest of the compared OMol25 structures with the same formula, charge and spin = 14.0 kcal/mol
Net charge = -2
Multiplicity = 2

Last column: Löwdin charge in e.
Element x y z (Å)
Ti 0.40767 0.01023 -0.68578  0.89
O -2.78548 4.36245 -1.84003  0.02
C -1.87672 4.88154 -0.99720  -0.29
C -1.97722 6.23146 -0.67275  -0.05
C -1.08002 6.81918 0.20632  -0.13
C -0.06682 6.05769 0.77449  -0.12
C 0.04114 4.71332 0.45272  -0.03
C -0.84219 4.10031 -0.43357  -0.09
C -0.68615 2.66740 -0.71545  -0.53
O 0.33080 2.02599 -0.23832  -0.23
N -1.56766 2.08215 -1.48309  0.03
N -1.23926 0.76378 -1.68430  -0.13
C -2.09323 0.07874 -2.48198  -0.11
C -1.86413 -1.21906 -2.97686  -0.18
C -2.85574 -1.90420 -3.72364  -0.09
C -2.64350 -3.16750 -4.24307  -0.17
C -1.42166 -3.80746 -4.03938  -0.15
C -0.42001 -3.15662 -3.31433  -0.05
C -0.60219 -1.88381 -2.78308  -0.35
O 0.38263 -1.28312 -2.14051  -0.20
H -2.55277 3.38330 -1.94078  0.07
H -2.77867 6.80574 -1.12222  0.10
H -1.17753 7.87136 0.44893  0.08
H 0.63233 6.51015 1.46795  0.08
H 0.81233 4.08661 0.88429  0.11
H -3.02396 0.57767 -2.74378  0.10
H -3.80891 -1.40815 -3.88228  0.09
H -3.43085 -3.65780 -4.80647  0.07
H -1.24693 -4.80104 -4.43659  0.07
H 0.54232 -3.62651 -3.14178  0.10
C 6.85927 -2.24485 -4.63600  -0.05
C 7.03010 -2.25727 -3.10937  -0.56
C 8.25746 -1.41423 -2.73391  -0.06
C 7.29795 -3.69872 -2.67376  -0.08
C 5.77811 -1.68138 -2.45072  -0.20
C 4.96162 -2.40756 -1.59968  -0.10
C 3.84711 -1.81564 -1.04048  -0.55
Br 2.79241 -2.86266 0.13959  0.80
C 3.43848 -0.48206 -1.28098  -0.37
O 2.40896 0.02230 -0.66979  -0.23
C 4.26311 0.24712 -2.19058  -0.07
C 5.39127 -0.37198 -2.71394  -0.02
C 4.02580 1.71227 -2.60659  -0.52
C 4.13031 1.85232 -4.13652  -0.06
C 5.11233 2.57918 -1.94974  -0.05
C 2.66558 2.29525 -2.21950  -0.06
H 7.75219 -2.64460 -5.12841  0.08
H 6.68878 -1.23232 -5.00469  0.07
H 5.99918 -2.85160 -4.92487  0.09
H 9.16031 -1.81955 -3.20219  0.07
H 8.39816 -1.41082 -1.65103  0.09
H 8.14330 -0.37902 -3.05985  0.07
H 8.20936 -4.06448 -3.15421  0.08
H 6.47618 -4.35824 -2.95980  0.08
H 7.43212 -3.76877 -1.59221  0.08
H 5.17544 -3.43610 -1.34556  0.08
H 6.02136 0.21400 -3.37291  0.09
H 5.11351 1.58412 -4.52514  0.06
H 3.93243 2.88911 -4.42169  0.08
H 3.38566 1.21836 -4.62172  0.09
H 6.11499 2.25690 -2.24322  0.07
H 5.03887 2.51352 -0.86204  0.09
H 4.98572 3.62705 -2.23864  0.08
H 1.84529 1.72646 -2.66206  0.09
H 2.60152 3.31893 -2.60319  0.09
H 2.50244 2.31828 -1.14791  0.07
C 2.08075 2.22410 4.11199  -0.36
As 1.21872 0.89693 2.89241  1.15
C 2.63580 -0.45126 3.16776  -0.34
C 0.04933 -0.01781 4.23155  -0.37
C -1.30407 0.55709 4.70192  -0.68
C -1.78501 -0.36689 5.83529  -0.12
C -2.36598 0.50427 3.58881  -0.35
As -2.08551 1.60434 1.94811  1.18
C -3.47842 0.67363 0.92725  -0.32
C -3.27345 3.14319 2.41273  -0.33
C -1.10240 1.99203 5.22642  -0.38
As -2.17291 2.61548 6.76351  1.09
C -3.97192 2.79257 5.98976  -0.35
C -1.66889 4.50767 6.54333  -0.36
H 2.25791 1.82280 5.11424  0.01
H 1.47268 3.12659 4.18258  -0.01
H 3.04134 2.49392 3.66866  0.01
H 2.90890 -0.53417 4.22262  0.01
H 3.51073 -0.17639 2.57779  0.02
H 2.28175 -1.41489 2.80213  -0.02
H 0.67948 -0.17987 5.11535  0.07
H -0.13066 -0.99739 3.77829  0.06
H -1.83113 -1.39832 5.47891  0.08
H -2.78585 -0.08484 6.17763  0.05
H -1.10857 -0.32958 6.69378  0.07
H -3.34875 0.75838 4.00145  0.05
H -2.42864 -0.52144 3.21354  0.07
H -4.38777 0.54197 1.51919  0.02
H -3.07574 -0.28893 0.61804  0.00
H -3.69796 1.25921 0.03381  0.01
H -4.21027 2.84025 2.88710  0.00
H -3.50023 3.65638 1.47548  0.01
H -2.74590 3.85256 3.05494  -0.01
H -1.20114 2.71325 4.41044  0.05
H -0.08390 2.09530 5.61117  0.04
H -4.40770 1.80705 5.82701  0.00
H -3.94957 3.33020 5.04458  -0.01
H -4.59870 3.33172 6.70207  0.01
H -0.61806 4.63714 6.80303  0.01
H -2.26868 5.12859 7.20973  0.00
H -1.82329 4.83242 5.51339  0.02
C -0.36718 -0.99664 0.71286  -0.30
H -1.26713 -1.55417 0.42718  -0.04
H 0.26258 -1.55046 1.41733  -0.08

2.
This record from the OMol25 dataset describes C3H8ClNO as an isolated structure at a distorted geometry. The level of theory is wB97M-V/def2-TZVPD.

Calculated values
M = 109.56 g/mol
HOMO-LUMO gap = 10.1 eV
Energy above the lowest of the compared OMol25 structures with the same formula, charge and spin = 167.5 kcal/mol

Last column: Löwdin charge in e.
Element x y z (Å)
C -0.24196 -0.69263 0.40461  -0.35
C 0.27728 0.38082 -0.44401  -0.62
C 1.52790 0.83638 0.17323  -0.45
H -2.12235 -0.65546 -1.33602  0.19
H -2.16782 -1.45633 0.79507  0.20
H -0.75322 -0.00022 1.23946  0.11
H 0.51252 -1.43883 0.66320  0.08
H 0.35835 -0.22973 -1.47364  0.16
H -1.19510 1.18390 0.45469  0.15
H 1.80948 1.86549 -0.24991  0.11
H 1.70322 0.93786 1.32177  0.12
N -1.40396 -1.45211 -0.50020  -0.10
O -0.92907 1.28120 -0.61875  -0.15
Cl 2.62473 -0.56034 -0.42947  0.54

3.
This record from the OMol25 dataset describes a 12-piece molecular cluster, C48H73F15O28 overall at a distorted geometry. The level of theory is wB97M-V/def2-TZVPD.

Calculated values
M = 1383.05 g/mol
SMILES = CCOC(=O)C(F)(F)F.CCOC(=O)C(F)(F)F.CCOC(=O)C(F)(F)F.CCOC(=O)C(F)(F)F.CCOC(=O)C(F)(F)F.C[C@H]1COC(=O)O1.C[C@H]1COC(=O)O1.C[C@H]1COC(=O)O1.C[C@H]1COC(=O)O1.CCOC(C)=O.CCOC(C)=O.CCOC(C)=O
HOMO-LUMO gap = 10.4 eV

Last column: Löwdin charge in e.
Element x y z (Å)
C -3.97525 1.82715 2.22126  -0.03
C -2.66235 2.54930 2.69363  -0.18
O -2.02640 2.03222 3.86708  0.02
C -0.74757 2.38117 4.12529  -0.37
O -0.21453 3.33191 3.62623  0.16
C -0.06630 1.41114 5.09038  -0.60
F -0.00426 1.89393 6.30569  0.20
F -0.73513 0.28883 5.18406  0.18
F 1.17384 1.16320 4.64272  0.16
H -4.72765 2.13255 2.94840  0.07
H -3.91335 0.74063 2.16012  0.07
H -4.35590 2.16781 1.25837  0.05
H -2.91786 3.59194 2.88260  0.12
H -1.92724 2.63077 1.89296  0.09
C 2.11108 -7.99545 -2.17263  -0.05
C 2.34396 -8.19159 -0.65909  -0.19
O 1.48386 -7.31306 0.04658  0.03
C 0.21032 -7.48266 0.31425  -0.33
O -0.45474 -8.52442 0.09557  0.11
C -0.48822 -6.25881 0.95498  -0.58
F 0.28891 -5.21441 1.02255  0.18
F -1.67020 -5.91786 0.42518  0.17
F -0.59892 -6.54051 2.24800  0.16
H 1.14260 -8.44123 -2.39941  0.08
H 2.88442 -8.36730 -2.84478  0.08
H 1.95991 -6.93945 -2.39650  0.05
H 3.38884 -8.00484 -0.41118  0.12
H 2.26839 -9.24516 -0.39006  0.12
C -0.37092 -3.28584 4.89822  -0.04
C 0.41771 -4.35162 5.68525  -0.21
O 1.24685 -5.15689 4.84078  0.01
C 2.53338 -5.44477 5.28822  -0.31
O 3.06174 -4.99631 6.29641  0.14
C 3.32765 -6.29745 4.32137  -0.56
F 3.65540 -7.44761 4.88388  0.19
F 2.64550 -6.52423 3.16987  0.15
F 4.43925 -5.61908 4.05918  0.18
H -0.77573 -3.58077 3.93011  0.07
H 0.32293 -2.46200 4.73102  0.07
H -1.02697 -2.89146 5.67422  0.08
H -0.21662 -5.06828 6.20692  0.12
H 0.95125 -3.83085 6.48037  0.12
C -8.14004 -2.06112 -2.18211  -0.04
C -7.56036 -1.04000 -1.22076  -0.22
O -6.24538 -0.78452 -1.60476  0.03
C -5.65262 0.35536 -1.25280  -0.36
O -6.16122 1.35465 -0.77299  0.14
C -4.16049 0.39669 -1.56662  -0.49
F -3.83772 1.56335 -2.14043  0.16
F -3.54604 0.21568 -0.38733  0.16
F -3.85007 -0.69496 -2.34229  0.13
H -9.22425 -2.15163 -2.11597  0.08
H -7.84942 -3.03868 -1.79740  0.06
H -7.82508 -2.00915 -3.22432  0.09
H -7.54358 -1.32701 -0.16936  0.13
H -8.08043 -0.08398 -1.28122  0.12
C -5.14670 5.62275 -3.03025  -0.07
C -4.14969 4.63242 -2.52227  -0.25
O -3.05934 5.26959 -1.88504  0.03
C -2.33032 4.48602 -1.00539  -0.25
O -2.69132 3.38078 -0.54548  0.12
C -1.04188 5.16378 -0.53166  -0.63
F -0.80897 5.09452 0.74380  0.22
F -0.04033 4.62835 -1.16942  0.20
F -1.17923 6.46070 -0.81352  0.17
H -5.87460 5.95180 -2.28863  0.08
H -5.76843 5.15320 -3.79254  0.08
H -4.74309 6.55403 -3.42763  0.08
H -3.82030 3.92136 -3.27990  0.13
H -4.77277 4.01285 -1.87729  0.12
C 3.83333 2.85561 3.32232  0.00
C 2.99356 3.98007 3.91663  -0.31
C 3.62979 5.09979 4.74917  -0.07
O 2.93625 6.29811 4.36138  0.10
C 2.38530 6.04115 3.19887  -0.54
O 1.97792 6.95086 2.42937  0.08
O 2.63030 4.79201 2.81928  0.07
H 4.69427 3.20357 2.75152  0.08
H 3.12371 2.33018 2.68321  0.07
H 4.18809 2.13360 4.05781  0.09
H 2.13957 3.68161 4.52469  0.13
H 4.70816 5.17335 4.60844  0.14
H 3.47098 4.93179 5.81437  0.13
C -2.64309 -3.03495 -5.01996  0.00
C -1.25999 -2.89903 -4.26094  -0.28
C -1.47352 -2.53337 -2.79061  -0.12
O -0.61203 -3.38114 -2.05853  0.07
C -0.26198 -4.40292 -2.90154  -0.48
O 0.35627 -5.42525 -2.60484  0.12
O -0.81001 -4.20733 -4.10306  0.09
H -3.40197 -3.61262 -4.49222  0.08
H -2.49002 -3.54495 -5.97105  0.08
H -3.08389 -2.06009 -5.22839  0.08
H -0.59111 -2.21734 -4.78628  0.15
H -2.48197 -2.77721 -2.45642  0.12
H -1.34670 -1.45296 -2.72185  0.11
C 2.02108 3.58037 -4.58198  0.00
C 0.80228 2.78210 -5.12456  -0.27
C 1.07085 1.38361 -5.60788  -0.09
O 0.30793 0.56490 -4.77654  0.13
C -0.21672 1.20449 -3.81576  -0.59
O -0.99271 0.78406 -2.94625  0.11
O 0.11478 2.47572 -3.91143  0.08
H 2.62177 2.85823 -4.02900  0.09
H 1.69305 4.31940 -3.85101  0.07
H 2.56301 4.06872 -5.39187  0.09
H 0.15218 3.33835 -5.79988  0.16
H 2.12713 1.11692 -5.64316  0.14
H 0.74297 1.35792 -6.64708  0.14
C 3.97128 4.93677 -1.84696  -0.01
C 3.36415 6.34392 -1.82931  -0.28
C 3.31081 7.17299 -0.51342  -0.07
O 3.64895 8.50681 -0.93674  0.07
C 4.12316 8.48042 -2.20869  -0.59
O 4.56106 9.40981 -2.82664  0.15
O 4.15021 7.23888 -2.62583  0.08
H 3.25696 4.23442 -1.41736  0.07
H 4.87370 4.89205 -1.23726  0.08
H 4.13400 4.54107 -2.84948  0.07
H 2.37452 6.41859 -2.28005  0.14
H 4.07770 6.83889 0.18540  0.13
H 2.33629 7.11755 -0.02830  0.12
C 10.35201 1.55520 0.84115  -0.06
C 9.16742 0.71279 0.36128  -0.20
O 7.99189 1.54665 0.21099  -0.02
C 6.76866 1.00891 0.26210  -0.49
C 5.61551 2.02112 0.07297  0.02
O 6.57154 -0.21434 0.30041  0.06
H 11.10748 0.79293 1.03168  0.08
H 10.09675 2.11173 1.74293  0.08
H 10.83498 2.14136 0.05932  0.07
H 9.40013 0.21411 -0.57961  0.12
H 8.90737 -0.08501 1.05698  0.12
H 4.79632 1.76576 0.74513  0.06
H 5.24664 1.86822 -0.94126  0.09
H 6.09412 2.99025 0.21375  0.08
C 2.00660 1.01304 0.15623  -0.05
C 0.50986 1.21548 0.27172  -0.23
O -0.19240 0.01886 0.22240  0.03
C -0.66877 -0.57687 1.28778  -0.52
C -1.35676 -1.82117 0.87693  0.03
O -0.63704 -0.24312 2.45740  0.11
H 2.43406 1.99390 -0.05182  0.06
H 2.21202 0.37137 -0.70061  0.09
H 2.41441 0.58067 1.06993  0.08
H 0.24871 1.87202 1.10169  0.12
H 0.25677 1.77365 -0.62966  0.11
H -2.16350 -1.74136 0.14830  0.08
H -1.85272 -2.21825 1.76262  0.08
H -0.64442 -2.56287 0.51561  0.09
C -4.70219 -5.39240 -1.75208  -0.05
C -4.99153 -6.11169 -0.38560  -0.17
O -4.79072 -5.19120 0.72385  -0.01
C -5.70307 -4.29521 1.05374  -0.53
C -5.34225 -3.45140 2.28133  0.04
O -6.73279 -4.16579 0.41203  0.07
H -5.42024 -4.58621 -1.90229  0.06
H -4.81527 -6.09285 -2.57953  0.08
H -3.65557 -5.08833 -1.73666  0.06
H -5.98672 -6.55556 -0.41136  0.12
H -4.31361 -6.95311 -0.24228  0.12
H -4.26978 -3.46137 2.47578  0.07
H -5.79086 -3.98667 3.11818  0.09
H -5.68247 -2.43886 2.06426  0.08

4.
This record from the OMol25 dataset describes an isolated ion of composition C3H7ClN3P2 and charge +1 at a distorted geometry. The level of theory is wB97M-V/def2-TZVPD.

Calculated values
M = 182.51 g/mol
SMILES = CC/P=N/C(=[NH2+])/N=P/Cl
HOMO-LUMO gap = 7.2 eV
Net charge = +1

Last column: Löwdin charge in e.
Element x y z (Å)
C -0.01974 -0.94789 1.23315  -0.14
C -0.65142 0.43871 0.70684  -0.38
P 0.77171 1.43434 0.02185  1.00
N 1.14521 0.58611 -1.21977  -0.23
C 2.18932 0.04778 -1.90286  -0.66
N 1.98376 -0.38105 -3.16677  0.21
N 3.35442 -0.12007 -1.37443  -0.18
P 3.58215 -0.15781 0.35792  0.58
Cl 5.50450 -0.04449 0.59882  0.32
H 0.44071 -1.62495 0.51846  0.06
H 0.72036 -0.67033 1.95332  0.03
H -0.71958 -1.52065 1.81266  0.07
H -1.18692 0.99088 1.44440  0.06
H -1.17533 0.20811 -0.19716  0.05
H 1.03528 -0.42032 -3.37389  0.10
H 2.77189 -0.72098 -3.65660  0.12

5.
This record from the OMol25 dataset describes a 2-piece molecular cluster, H4O2 overall at a distorted geometry. The level of theory is wB97M-V/def2-TZVPD.

Calculated values
M = 36.03 g/mol
SMILES = O.O
HOMO-LUMO gap = 12.0 eV
Energy above the lowest of the compared OMol25 structures with the same formula, charge and spin = 9.0 kcal/mol

Last column: Löwdin charge in e.
Element x y z (Å)
O -1.67778 -0.02690 -0.25631  -0.07
H -1.91095 -0.77775 0.36178  0.07
H -0.93785 0.32107 0.22441  -0.02
O 1.33228 -0.19749 -0.13391  -0.07
H 2.19251 0.05567 -0.49091  0.04
H 1.00179 0.62540 0.29493  0.05